(1)
The following is a DFT calculation (ωB97M-V/def2-TZVPD) of a 6-piece molecular cluster, C29H52Cl10N4O3PS overall in a non-equilibrium geometry.

Element x y z (Å)
Cl  -1.56  4.05  2.95
Cl  3.13  -5.30  0.37
Cl  -1.58  2.51  10.63
Cl  0.85  2.61  4.86
Cl  0.92  -4.12  -10.49
Cl  4.28  -3.06  -1.89
Cl  0.94  6.25  3.43
Cl  -1.88  3.31  6.78
Cl  2.67  -1.19  -10.48
Cl  1.29  4.23  10.06
S  -1.59  -3.52  -1.54
P  -1.90  -2.45  0.00
O  -3.08  -1.40  -0.20
O  -2.39  -3.36  1.22
O  -2.05  -2.06  -7.10
N  -0.53  -1.50  0.54
N  -0.45  -1.82  2.86
N  -2.47  0.75  1.87
N  1.24  -2.70  1.55
C  0.07  -2.01  1.66
C  1.65  0.64  0.78
C  5.00  -4.65  -1.50
C  -0.51  -1.67  -5.29
C  0.93  -1.41  -10.14
C  0.49  2.74  1.30
C  2.58  2.28  2.32
C  -1.71  5.62  3.78
C  -1.64  0.37  2.74
C  -1.31  -1.05  -6.42
C  -0.73  1.97  7.01
C  -1.67  -1.07  3.18
C  0.06  -0.56  -1.78
C  -1.25  4.20  11.09
C  2.67  1.06  1.64
C  2.35  -1.81  1.01
C  1.49  3.13  2.18
C  0.58  1.52  0.62
C  -0.05  -0.59  -4.31
C  0.64  -2.71  -9.43
C  0.58  -1.23  -3.04
C  0.52  -1.31  -0.51
C  -3.78  -2.38  -8.78
C  0.68  2.35  6.62
C  3.95  -5.67  -1.17
C  -0.78  6.64  3.19
C  1.79  -0.72  0.10
C  -0.37  4.89  10.08
C  -3.22  -1.48  -7.67
H  -1.51  5.43  4.84
H  1.66  -1.14  -3.11
H  -3.20  -2.95  1.56
H  -1.03  -0.44  -1.82
H  1.26  -2.83  -8.55
H  5.56  -4.97  -2.38
H  3.54  0.44  1.81
H  -0.24  1.26  -0.03
H  -2.73  5.96  3.68
H  1.43  4.05  2.74
H  -0.93  0.00  -4.05
H  -2.58  -1.52  2.81
H  -0.38  3.35  1.11
H  0.39  -1.33  -11.08
H  -0.94  1.09  3.18
H  2.47  -0.64  -0.75
H  0.04  -2.23  3.63
H  0.72  0.03  -4.77
H  -1.74  -1.07  4.26
H  0.63  -0.57  -9.50
H  -1.99  -0.30  -6.01
H  -0.40  -2.74  -9.13
H  0.37  -2.18  -5.68
H  -0.29  5.95  10.33
H  -1.09  1.12  6.43
H  -2.36  1.75  1.68
H  0.33  -2.29  -3.06
H  -2.21  4.72  11.14
H  -0.92  6.74  2.11
H  -1.18  -2.39  -4.80
H  3.19  -5.73  -1.94
H  1.00  3.26  7.13
H  -3.25  -3.33  -8.79
H  3.39  2.54  2.99
H  -0.63  -0.58  -7.14
H  -0.81  4.19  12.08
H  1.52  -3.04  2.46
H  -4.85  -2.52  -8.68
H  2.91  -1.47  1.87
H  0.49  0.44  -1.77
H  -0.77  4.80  9.07
H  5.70  -4.51  -0.68
H  3.03  -2.41  0.42
H  1.36  1.55  6.90
H  0.83  -2.30  -0.87
H  -0.76  1.70  8.06
H  -3.63  -1.89  -9.74
H  -0.97  7.61  3.65
H  4.41  -6.65  -1.06
H  -3.98  -1.33  -6.90
H  -2.98  -0.50  -8.09
H  -2.73  -0.50  -0.23

The charge is +1. As for the total energy: -188364.767 eV. The calculation puts the energy above the lowest of the compared OMol25 structures with the same formula, charge and spin at 0.440 eV.

(2)
The following is a DFT calculation (ωB97M-V/def2-TZVPD) of a 8-piece molecular cluster, C33H65BrN2O25P3 overall in a non-equilibrium geometry.

Element x y z (Å)
Br  -0.30  0.23  -2.06
P  -2.95  -2.06  -3.89
P  -4.12  -0.92  -2.43
P  -1.59  -2.51  -0.01
O  -2.13  -6.28  -9.15
O  -6.12  -8.19  6.94
O  0.19  -8.61  3.57
O  -3.00  -3.35  -0.46
O  -2.60  -1.16  -5.25
O  -3.14  -4.66  -8.12
O  -1.11  -7.93  1.97
O  -4.37  -8.58  5.73
O  6.48  -0.10  -4.17
O  -3.70  -3.28  -4.34
O  0.81  6.71  1.39
O  7.31  7.67  7.43
O  5.76  9.00  6.72
O  2.87  6.80  2.06
O  6.23  1.03  -2.21
O  6.50  7.35  5.34
O  2.06  4.82  1.32
O  -1.35  7.41  -2.29
O  -1.07  -6.76  3.91
O  -0.71  8.72  -4.03
O  -3.78  -6.79  -7.68
O  -4.11  -7.44  7.67
O  7.51  1.79  -3.92
O  -1.48  -2.59  -3.30
O  -2.64  7.73  -4.13
N  -2.84  1.24  -1.11
N  -2.94  -0.53  1.18
C  -3.08  2.36  -3.42
C  -2.98  -0.06  -1.18
C  0.71  -8.47  4.89
C  2.87  -1.06  -0.05
C  -3.51  2.32  -1.89
C  -0.29  5.98  0.87
C  -0.70  -7.68  3.22
C  1.55  1.05  0.82
C  6.69  0.92  -3.32
C  -2.97  -8.47  5.50
C  -1.29  -2.86  1.83
C  8.19  6.56  7.23
C  -3.09  -5.99  -8.26
C  -4.13  -4.20  -7.19
C  -2.07  -7.01  1.47
C  7.83  2.94  -3.13
C  6.52  7.95  6.39
C  2.59  0.47  -0.23
C  0.51  9.00  -3.34
C  0.22  0.21  0.97
C  -4.80  -8.01  6.86
C  3.00  -2.26  -0.10
C  -0.85  0.42  -0.16
C  -1.97  -7.67  -9.40
C  5.61  -1.10  -3.65
C  4.86  9.41  5.69
C  -3.62  6.88  -3.56
C  -1.83  1.69  -0.07
C  4.13  6.17  2.29
C  -2.04  -0.66  -0.05
C  -6.71  -7.63  8.12
C  -1.54  7.91  -3.38
C  1.93  5.99  1.57
H  -0.57  5.17  1.55
H  -2.98  -7.02  2.08
H  -0.05  5.58  -0.12
H  -2.88  -8.10  -9.81
H  3.35  -3.29  -0.34
H  -1.65  -6.00  1.44
H  -4.08  -3.12  -7.15
H  -3.99  7.30  -2.62
H  -4.45  6.81  -4.26
H  -3.77  0.02  0.97
H  1.07  8.08  -3.18
H  -6.57  -6.54  8.14
H  -7.78  -7.83  8.07
H  1.25  -7.52  4.99
H  -0.56  -3.69  1.99
H  4.55  5.78  1.36
H  -2.14  1.79  -3.65
H  1.32  2.11  0.49
H  -0.28  0.52  1.95
H  -4.90  -1.92  -1.77
H  -0.97  -1.90  2.34
H  -1.30  2.57  -0.53
H  -3.19  3.30  -1.42
H  2.36  0.70  -1.30
H  0.47  -0.88  1.09
H  -3.22  5.88  -3.40
H  4.81  6.92  2.69
H  8.35  2.64  -2.22
H  -1.66  -1.33  -5.51
H  8.49  3.57  -3.72
H  4.16  8.61  5.45
H  8.87  6.75  6.40
H  7.62  5.65  7.05
H  -3.96  2.05  -4.06
H  -2.31  -3.10  2.28
H  -2.28  1.91  0.94
H  -1.67  -8.19  -8.49
H  -1.37  -3.54  -3.50
H  4.30  10.27  6.06
H  5.41  9.72  4.80
H  3.58  0.98  -0.01
H  5.50  -1.88  -4.41
H  -1.13  6.66  0.77
H  2.04  1.08  1.84
H  -2.74  -8.96  4.56
H  -2.33  -7.31  0.46
H  1.10  9.66  -3.97
H  6.04  -1.55  -2.75
H  -2.87  3.44  -3.67
H  -3.75  -2.81  -0.13
H  1.42  -9.28  5.06
H  -1.17  -7.78  -10.13
H  -0.08  -8.54  5.63
H  6.93  3.51  -2.90
H  8.77  6.43  8.13
H  4.62  -0.69  -3.44
H  4.02  5.37  3.03
H  -4.63  2.28  -1.78
H  -3.92  -4.59  -6.19
H  -2.40  -0.11  1.94
H  -2.67  -7.42  5.43
H  -5.13  -4.49  -7.51
H  0.30  9.50  -2.40
H  -2.41  -8.97  6.30
H  -6.31  -8.09  9.01

The charge is +1. As for the total energy: -187342.736 eV. The calculation puts the energy above the lowest of the compared OMol25 structures with the same formula, charge and spin at 2.700 eV.

Record-wise M values, in g/mol: 922.33; 1062.70
Record-wise HOMO-LUMO gap values, in eV: 8.475; 6.238